A structure of composition C18H24IMnN4OS at a distorted geometry. Source: OMol25; level of theory: wB97M-V/def2-TZVPD.

Charge: -2
Highest occupied orbital energy (spin up / spin down) in eV: 1.38 / 1.63
E_tot in eV: -77313.090
Expectation value of S²: 6.18
E_LUMO (spin up / spin down) in Ha: 0.177 / 0.177
Spin multiplicity: 5

Cartesian coordinates (Å):
C1 1.163 -0.713 -3.592
I1 -1.256 3.549 -2.512
H1 0.084 -0.835 -3.768
H2 1.656 -1.598 -4.012
H3 1.514 0.177 -4.137
C2 -1.059 3.594 0.527
C3 -2.076 3.275 -0.414
N1 -1.927 1.820 -0.505
C4 -0.639 1.499 -0.188
N2 -0.156 2.553 0.509
H4 -0.827 4.575 0.944
H5 -3.085 3.665 -0.276
C5 1.778 -3.626 -0.174
C6 1.054 -1.912 -1.438
N3 1.855 -2.272 -0.384
H6 0.759 -5.177 -1.332
N4 0.653 -3.119 -2.002
H7 2.273 -4.106 0.653
Mn1 -0.410 -0.141 -1.053
C7 1.344 -0.601 -2.171
O1 1.954 0.372 -1.584
C8 1.029 -4.146 -1.169
C9 -0.182 -3.371 -3.165
H8 -1.106 -2.775 -3.159
H9 -0.490 -4.417 -3.172
H10 0.350 -3.218 -4.114
C10 2.498 -1.376 0.538
H11 3.341 -1.909 0.990
H12 1.789 -1.060 1.322
H13 2.860 -0.494 0.005
C11 1.188 2.666 1.057
H14 1.349 3.736 1.213
H15 1.929 2.258 0.357
H16 1.245 2.124 2.009
C12 -2.696 1.026 -1.462
H17 -2.781 1.587 -2.423
H18 -3.729 0.831 -1.075
H19 -2.186 0.036 -1.658
S1 -1.039 -1.389 1.095
C13 -0.932 -0.334 2.462
C14 0.217 -0.342 3.287
C15 0.434 0.704 4.192
C16 -0.566 1.676 4.403
C17 -1.760 1.602 3.685
C18 -1.968 0.591 2.746
H20 0.953 -1.142 3.156
H21 1.397 0.770 4.706
H22 -0.387 2.489 5.109
H23 -2.529 2.365 3.814
H24 -2.880 0.533 2.161